134
Properties=species:S:1:pos:R:3 method="wB97M-V/def2-TZVPD" relative_energy_ev=8.989 max_force_ev_per_a=7.3 multiplicity=1 lumo_ev=-0.9 orbital_gap_ev=4.135 total_charge=0
H 3.364 0.111 0.384
C -3.521 -0.890 -7.341
H 0.257 2.043 3.799
H -1.241 -7.086 -2.392
H 4.876 -2.025 1.595
H 2.725 3.411 4.370
C -4.075 -7.360 -1.957
C 0.860 -1.428 3.719
C -1.241 2.046 2.250
H -4.916 -6.543 -4.857
H 2.663 -5.734 -3.210
C -4.734 -5.422 -4.587
H 1.252 -4.583 -5.583
H -2.294 2.314 2.116
C 4.920 5.479 5.327
H -1.678 -3.979 -3.219
H 2.582 -1.176 -3.391
H 0.825 8.843 1.171
H -2.564 -0.526 -7.896
C -0.485 4.898 2.987
Si -2.961 -2.327 -6.150
H 1.347 -2.320 -0.951
C -5.995 -2.589 -2.119
H -0.288 4.035 4.956
H -1.644 -1.778 -4.002
H 4.162 4.803 5.732
C 0.515 -5.675 -2.404
C 1.714 -1.503 6.105
H -2.989 -0.532 -4.322
H 4.403 5.337 3.245
C 3.180 6.902 4.123
H 3.535 -3.813 -3.861
H -3.435 -2.296 -3.687
H -0.877 -6.266 -4.102
C -6.501 -5.029 -0.384
O -4.183 -3.558 -6.204
H -5.773 -4.908 -4.658
C 2.297 -2.587 -1.559
C 1.332 -4.304 -4.460
C -1.789 7.695 0.836
C 2.058 -2.165 -3.107
C 1.589 -5.694 -3.620
P 1.197 5.408 2.721
H 1.932 -1.034 0.661
N 2.142 -2.117 3.726
H 0.597 6.384 0.627
H -5.208 -0.550 -2.747
C 3.528 -1.807 -0.844
C 4.481 6.106 4.012
H 4.701 1.350 3.271
C -3.701 -4.848 -5.714
H 3.244 7.549 5.004
H -3.774 -5.596 -6.606
C -5.222 -1.184 -1.785
P -5.095 -4.006 -1.209
C 2.444 2.781 2.305
H 2.426 -3.725 -1.500
H 2.128 6.952 1.218
H -1.361 1.809 4.371
C 0.530 -0.988 5.178
H 4.316 -2.602 -0.530
H 1.750 4.142 0.859
C -1.228 -2.878 -6.759
C -0.865 3.863 4.041
H 2.474 1.696 4.161
C 4.469 2.297 3.766
H 0.848 -6.385 -1.556
H 0.938 8.450 2.871
H -5.063 -9.549 -1.410
C -2.741 -1.655 -4.351
H 3.116 7.569 3.259
C 2.554 -3.290 -4.169
H -2.860 7.875 0.966
H -7.303 -5.380 -1.130
H 5.274 6.786 3.682
Al -3.949 -5.411 -2.681
H 0.331 -3.842 -4.148
H 3.680 -2.686 5.377
C 0.502 8.116 1.925
H 2.791 -2.714 -5.150
H -1.269 9.294 2.150
H 5.038 3.088 3.271
H 0.431 -4.589 -2.041
H -6.085 -2.790 -3.248
H -7.008 -4.298 0.362
H -4.247 -1.262 -8.160
H -0.950 4.665 2.025
H 0.189 -1.193 2.827
H -0.375 -0.417 5.582
H 5.123 6.249 6.076
C -1.022 8.232 2.034
H -4.121 -1.449 -1.529
H 4.811 2.223 4.802
C 3.837 -1.567 1.846
H 5.839 4.905 5.181
C 1.896 6.071 4.220
H -3.913 0.030 -6.768
H -5.682 -0.630 -0.883
H 1.511 2.228 2.185
H -0.459 -2.143 -6.292
C 2.857 -2.673 2.529
H -6.040 -5.898 0.205
H 3.128 2.313 1.588
H -1.475 8.190 -0.087
C -1.966 -4.904 -2.598
H 1.464 -6.582 -4.337
H -1.378 7.755 2.950
H 3.984 -1.090 -1.632
H -1.654 6.618 0.714
H -1.912 4.046 4.307
H 1.821 -1.387 7.236
C -0.967 -6.127 -2.961
H -1.139 0.972 2.074
C 2.205 4.222 1.856
C 3.079 -1.012 0.503
H 4.071 -0.691 2.576
H 3.178 4.684 1.668
H -0.654 2.555 1.479
C 2.971 2.569 3.724
H 2.032 -2.999 1.791
H 3.521 -3.585 2.796
H -7.042 -2.510 -1.642
C -0.766 2.388 3.656
H 2.004 5.290 4.976
H -1.187 -2.690 -7.903
H -0.943 -3.951 -6.468
H 0.917 -1.960 -3.218
C 1.092 6.763 1.527
C 2.698 -2.193 5.067
C -4.517 -8.537 -1.527
H 1.125 6.738 4.626
H -2.606 -4.846 -5.359
H -1.749 -4.625 -1.486
H -0.991 5.806 3.325